Entry 1:
{
  "formula": "C33H48F6O33",
  "method": "ωB97M-V with the def2-TZVPD basis set",
  "species": ["O", "C", "O", "C", "C", "F", "O", "H", "H", "H", "O", "C", "O", "C", "C", "F", "O", "H", "H", "H", "O", "C", "O", "C", "C", "F", "O", "H", "H", "H", "O", "C", "O", "C", "C", "F", "O", "H", "H", "H", "O", "C", "O", "C", "C", "F", "O", "H", "H", "H", "O", "C", "O", "C", "C", "F", "O", "H", "H", "H", "C", "O", "C", "O", "O", "C", "H", "H", "H", "H", "H", "H", "C", "O", "C", "O", "O", "C", "H", "H", "H", "H", "H", "H", "C", "O", "C", "O", "O", "C", "H", "H", "H", "H", "H", "H", "C", "O", "C", "O", "O", "C", "H", "H", "H", "H", "H", "H", "C", "O", "C", "O", "O", "C", "H", "H", "H", "H", "H", "H"],
  "coordinates": [[-5.199, 2.721, -6.272], [-4.383, 1.856, -6.453], [-4.560, 0.605, -6.911], [-3.333, 0.027, -7.062], [-2.424, 0.723, -6.076], [-1.153, 1.021, -6.322], [-3.088, 1.974, -6.173], [-3.324, -1.059, -6.971], [-2.978, 0.342, -8.043], [-2.592, 0.190, -5.140], [7.929, -2.909, 7.009], [8.072, -1.789, 6.552], [8.941, -1.429, 5.580], [9.027, -0.003, 5.405], [7.671, 0.371, 5.877], [6.897, 0.244, 4.772], [7.405, -0.706, 6.795], [9.687, 0.489, 6.120], [9.298, 0.334, 4.405], [7.570, 1.339, 6.368], [-9.071, 0.756, -4.358], [-8.531, -0.361, -4.150], [-7.744, -0.576, -3.089], [-7.158, -1.826, -3.150], [-8.242, -2.473, -4.019], [-9.145, -2.848, -3.111], [-8.734, -1.441, -4.774], [-6.206, -1.756, -3.677], [-7.024, -2.283, -2.170], [-7.878, -3.324, -4.594], [-4.704, 2.553, 3.583], [-4.585, 3.810, 3.529], [-5.236, 4.505, 2.657], [-5.013, 5.904, 2.861], [-3.614, 5.881, 3.548], [-3.337, 6.891, 4.287], [-3.734, 4.610, 4.246], [-5.031, 6.580, 2.006], [-5.755, 6.191, 3.607], [-2.835, 5.820, 2.788], [-3.838, -5.778, 3.594], [-3.144, -5.067, 2.877], [-3.659, -4.011, 2.125], [-2.608, -3.732, 1.180], [-1.367, -4.108, 1.974], [-1.112, -3.060, 2.871], [-1.882, -5.127, 2.726], [-2.732, -4.323, 0.272], [-2.567, -2.663, 0.969], [-0.516, -4.364, 1.344], [7.471, 0.079, 0.012], [7.573, 0.915, -0.861], [7.016, 2.077, -0.822], [6.813, 2.593, -2.139], [7.903, 1.830, -2.852], [8.858, 2.835, -2.997], [8.243, 0.735, -2.009], [5.839, 2.453, -2.606], [6.996, 3.664, -2.220], [7.543, 1.508, -3.829], [4.353, -5.566, 3.079], [3.840, -6.286, 2.025], [3.918, -7.639, 2.135], [4.525, -8.255, 3.042], [3.333, -8.171, 1.065], [3.436, -9.583, 0.762], [5.378, -5.211, 2.979], [4.274, -6.090, 4.032], [3.777, -4.648, 3.193], [4.424, -10.041, 0.809], [3.189, -9.692, -0.294], [2.644, -10.104, 1.301], [6.821, -1.009, -7.184], [6.078, -1.841, -6.220], [5.245, -1.314, -5.364], [4.752, -0.240, -5.511], [4.992, -2.228, -4.383], [3.988, -1.889, -3.372], [6.196, -0.701, -8.023], [7.634, -1.595, -7.611], [7.296, -0.082, -6.863], [4.451, -2.216, -2.441], [3.232, -2.667, -3.478], [3.500, -0.920, -3.262], [1.029, 1.417, 0.857], [-0.227, 2.073, 0.764], [-1.041, 1.700, -0.276], [-0.970, 0.765, -1.032], [-2.049, 2.608, -0.241], [-2.958, 2.575, -1.272], [1.604, 1.764, 1.715], [1.548, 1.708, -0.056], [0.908, 0.358, 1.084], [-3.213, 1.605, -1.698], [-2.487, 3.123, -2.089], [-3.887, 3.032, -0.932], [7.000, 5.478, 2.604], [5.868, 5.211, 3.449], [4.830, 6.004, 3.477], [4.591, 7.018, 2.826], [4.023, 5.424, 4.351], [2.816, 6.019, 4.713], [7.345, 6.489, 2.823], [6.790, 5.465, 1.535], [7.639, 4.660, 2.938], [2.204, 6.404, 3.897], [2.957, 6.862, 5.389], [2.264, 5.200, 5.174], [-9.482, 1.391, 0.739], [-10.804, 0.853, 0.451], [-11.201, -0.182, 0.996], [-10.679, -0.721, 1.964], [-12.209, -0.660, 0.265], [-13.007, -1.716, 0.754], [-9.275, 2.219, 0.061], [-8.618, 0.734, 0.837], [-9.505, 1.697, 1.785], [-12.542, -2.283, 1.561], [-13.303, -2.384, -0.055], [-13.950, -1.324, 1.135]],
  "atomic_forces_ev_per_a": [[0.9, -1.5, -0.7], [-1.0, 1.3, 0.8], [-2.6, 0.0, 0.6], [3.0, -1.4, -2.2], [-2.3, 0.6, -0.1], [0.4, -1.0, -0.4], [1.1, 1.6, 1.7], [-0.4, 0.1, 0.0], [0.3, -0.5, -0.4], [0.7, 0.7, 0.8], [0.3, 2.8, -0.9], [1.0, -2.6, -1.1], [2.4, -0.8, -1.1], [0.4, -0.1, 1.4], [0.4, -1.1, -0.4], [-1.4, 0.3, 0.2], [-3.1, 2.9, 1.7], [0.8, -0.6, 0.1], [-0.3, -0.6, 0.0], [-0.4, -0.3, 0.0], [2.2, -4.3, 0.3], [-2.2, 8.1, 1.9], [0.6, 2.3, 1.2], [0.3, -0.6, -1.4], [2.6, -1.6, 1.1], [-1.9, -0.9, 0.3], [-1.0, -3.1, -3.0], [0.2, -0.1, 0.0], [-0.3, 0.1, -0.2], [-0.6, 0.1, -0.4], [0.8, 5.2, 0.5], [0.9, -5.6, 0.9], [-1.3, 1.6, -2.3], [0.8, 0.4, 1.7], [-1.7, -2.8, -2.9], [0.1, 1.8, 2.3], [0.4, 0.0, 0.1], [-0.2, -0.8, -0.3], [0.0, 0.5, -0.1], [0.3, -0.5, 0.0], [2.0, 1.7, -1.9], [-6.0, -0.3, 2.0], [0.9, -1.1, -0.3], [-0.1, 1.2, 0.3], [-1.4, 1.7, -0.4], [0.6, -0.7, -0.9], [4.1, -2.2, 0.6], [0.0, 0.0, 0.0], [-0.3, -0.1, -0.1], [0.2, -0.1, 0.7], [0.6, 1.3, -1.4], [0.1, -3.3, 2.4], [-2.4, 2.7, 0.5], [0.3, -0.2, -0.1], [-0.7, 1.2, -0.5], [1.0, -1.5, -0.2], [0.4, 1.1, -1.8], [-0.4, -0.7, 0.7], [0.2, -0.2, 0.5], [0.8, -0.4, -0.1], [0.4, 1.6, 2.3], [-0.6, -2.0, -1.1], [2.4, -1.4, 2.0], [-2.1, 1.8, -2.7], [0.3, 0.0, -0.2], [-0.6, 0.1, -0.4], [0.2, -0.5, -0.5], [0.1, -0.2, -0.2], [-0.3, -0.1, -0.2], [0.0, 0.4, 0.9], [-0.2, 0.5, 0.0], [0.5, -0.2, 0.3], [-0.5, -0.1, -0.5], [2.5, -0.5, -1.1], [-0.6, -0.7, 0.4], [-0.6, 1.3, 0.7], [-0.3, 1.8, -0.5], [0.2, -2.1, 0.5], [-0.4, -0.3, 0.2], [-0.3, -0.5, 0.4], [-0.4, -0.1, 1.1], [0.2, 0.6, 0.1], [-0.4, 0.3, -0.4], [0.7, 0.2, -0.8], [0.3, -0.1, 0.0], [-0.9, -0.4, -0.7], [-0.5, 0.8, 1.2], [0.6, 0.6, 0.5], [1.6, -1.0, 1.4], [-1.0, 0.3, -1.9], [-0.4, 0.7, 0.0], [0.4, -0.8, 0.1], [0.0, -0.2, -0.8], [0.3, -0.3, 0.5], [-0.5, 0.3, -0.3], [0.2, 0.2, -0.1], [-0.4, 0.3, 0.6], [0.9, -0.4, -0.7], [-1.2, 1.6, -1.1], [0.8, -1.6, 1.0], [0.2, -0.2, 0.1], [-1.3, 0.3, 0.3], [0.4, -0.2, 0.2], [-0.3, -0.4, 0.1], [0.5, 0.5, -0.5], [0.4, -0.2, -0.4], [0.1, -0.2, 0.2], [-0.1, 0.3, 0.3], [-0.3, 0.3, 1.7], [2.7, 4.6, -3.1], [0.1, -4.7, 2.8], [-0.9, 0.2, -0.6], [-0.7, -0.1, -0.3], [-0.7, -0.5, 0.6], [-0.4, -0.3, 0.1], [-0.5, -0.9, -1.0], [-0.3, 0.7, -0.1], [0.3, 0.1, -0.2], [0.5, 0.1, -0.2], [0.0, 0.3, 0.1]],
  "mulliken_charge": [-0.53, 0.70, -0.31, -0.48, 0.39, -0.29, -0.34, 0.31, 0.29, 0.25, -0.55, 0.72, -0.36, -0.40, 0.26, -0.27, -0.34, 0.28, 0.32, 0.31, -0.61, 0.70, -0.31, -0.39, 0.24, -0.27, -0.27, 0.26, 0.30, 0.36, -0.59, 0.71, -0.26, -0.45, 0.32, -0.26, -0.32, 0.30, 0.30, 0.24, -0.56, 0.63, -0.30, -0.42, 0.29, -0.30, -0.27, 0.30, 0.28, 0.35, -0.57, 0.65, -0.29, -0.36, 0.42, -0.31, -0.30, 0.26, 0.27, 0.22, -0.69, -0.26, 0.78, -0.57, -0.30, -0.65, 0.29, 0.33, 0.23, 0.31, 0.25, 0.29, -0.63, -0.34, 0.84, -0.57, -0.31, -0.73, 0.30, 0.28, 0.25, 0.29, 0.29, 0.34, -0.61, -0.24, 0.74, -0.56, -0.25, -0.73, 0.22, 0.30, 0.25, 0.31, 0.33, 0.24, -0.58, -0.25, 0.75, -0.59, -0.28, -0.66, 0.31, 0.27, 0.18, 0.31, 0.29, 0.23, -0.67, -0.31, 0.87, -0.62, -0.31, -0.67, 0.25, 0.30, 0.33, 0.34, 0.23, 0.26],
  "smiles": "O=C1OC[C@@H](F)O1.O=C1OC[C@@H](F)O1.O=C1OC[C@@H](F)O1.O=C1OC[C@@H](F)O1.O=C1OC[C@@H](F)O1.O=C1OC[C@@H](F)O1.COC(=O)OC.COC(=O)OC.COC(=O)OC.COC(=O)OC.COC(=O)OC",
  "relative_energy_kj_mol": 577.80,
  "gap_ev": 10.02
}



Entry 2:
{
  "formula": "C33H48FI2NO25S7",
  "method": "ωB97M-V with the def2-TZVPD basis set",
  "species": ["C", "C", "C", "C", "O", "C", "C", "C", "C", "C", "I", "C", "C", "C", "C", "F", "C", "C", "N", "I", "C", "C", "C", "C", "C", "C", "S", "H", "H", "H", "H", "H", "H", "H", "H", "H", "H", "H", "H", "H", "H", "H", "H", "H", "H", "H", "H", "H", "H", "H", "H", "O", "S", "O", "O", "C", "C", "O", "H", "H", "H", "H", "O", "S", "O", "O", "C", "C", "O", "H", "H", "H", "H", "O", "S", "O", "O", "C", "C", "O", "H", "H", "H", "H", "O", "S", "O", "O", "C", "C", "O", "H", "H", "H", "H", "O", "S", "O", "O", "C", "C", "O", "H", "H", "H", "H", "O", "S", "O", "O", "C", "C", "O", "H", "H", "H", "H"],
  "coordinates": [[4.424, 0.700, -1.449], [3.995, 2.228, -0.976], [2.349, 2.384, -0.729], [1.966, 1.789, 0.751], [0.774, 2.391, 1.370], [-0.466, 2.032, 0.643], [-1.102, 0.513, 0.587], [-0.367, -0.780, 1.351], [0.048, -1.969, 0.285], [0.405, -1.421, -1.226], [1.694, -2.842, -2.367], [-2.508, 0.116, -0.223], [-3.343, 1.306, -0.982], [-4.767, 1.112, -1.802], [-5.363, -0.417, -1.554], [-5.570, -0.722, -0.089], [-2.724, 2.823, -0.927], [-1.308, 3.241, -0.141], [-0.777, 4.661, -0.103], [-1.800, 5.815, 1.275], [-0.767, 5.304, -1.489], [0.560, 6.077, -2.077], [0.526, 6.750, -3.593], [-0.791, 6.673, -4.609], [-2.113, 5.899, -4.024], [-2.081, 5.243, -2.522], [-3.576, 4.283, -1.818], [5.515, 0.529, -1.002], [3.701, -0.118, -1.009], [4.542, 0.601, -2.633], [4.608, 2.429, 0.028], [4.390, 3.053, -1.737], [2.119, 3.547, -0.828], [1.739, 1.847, -1.603], [1.949, 0.620, 0.676], [2.882, 2.055, 1.469], [0.518, -0.424, 2.042], [-1.205, -1.222, 2.067], [0.901, -2.681, 0.690], [-0.926, -2.646, 0.166], [0.922, -0.350, -1.236], [-0.620, -1.368, -1.832], [-2.890, -1.008, -0.251], [-4.611, 1.329, -2.955], [-5.529, 1.877, -1.295], [-6.432, -0.515, -2.040], [-4.567, -1.151, -2.041], [1.510, 6.131, -1.371], [1.472, 7.326, -4.017], [-0.786, 7.131, -5.704], [-3.117, 5.758, -4.642], [5.339, 5.159, 0.899], [4.789, 5.884, -0.225], [3.744, 5.352, -1.069], [6.025, 6.367, -1.172], [6.005, 7.789, -1.291], [5.364, 8.297, -0.003], [4.332, 7.360, 0.295], [5.397, 8.049, -2.163], [7.019, 8.174, -1.428], [4.953, 9.303, -0.111], [6.081, 8.284, 0.825], [0.918, -7.253, 2.089], [-0.144, -6.446, 1.531], [-0.207, -6.085, 0.134], [-0.275, -5.089, 2.425], [-1.593, -4.998, 2.962], [-2.076, -6.439, 3.103], [-1.569, -7.117, 1.955], [-2.213, -4.443, 2.251], [-1.580, -4.472, 3.920], [-3.166, -6.511, 3.143], [-1.648, -6.913, 3.992], [-10.865, 1.655, 2.819], [-9.479, 1.624, 3.229], [-9.068, 1.538, 4.611], [-8.715, 2.887, 2.538], [-7.640, 2.410, 1.730], [-8.062, 1.016, 1.272], [-8.728, 0.441, 2.394], [-6.741, 2.365, 2.353], [-7.466, 3.086, 0.889], [-7.211, 0.401, 0.972], [-8.779, 1.073, 0.446], [6.404, 2.229, -6.384], [6.768, 2.876, -5.142], [6.437, 4.250, -4.844], [8.368, 2.665, -4.910], [8.583, 1.986, -3.673], [7.334, 1.137, -3.451], [6.250, 1.941, -3.910], [8.692, 2.740, -2.886], [9.491, 1.380, -3.724], [7.196, 0.866, -2.402], [7.363, 0.228, -4.061], [-3.772, -8.560, 4.491], [-5.085, -9.061, 4.829], [-5.308, -10.061, 5.848], [-5.812, -9.550, 3.454], [-7.029, -8.827, 3.276], [-6.810, -7.484, 3.968], [-6.054, -7.786, 5.138], [-7.834, -9.391, 3.757], [-7.252, -8.712, 2.212], [-7.749, -6.993, 4.231], [-6.211, -6.812, 3.343], [6.491, -5.291, -0.608], [5.684, -4.515, 0.308], [5.921, -3.115, 0.573], [5.621, -5.310, 1.729], [4.262, -5.594, 2.056], [3.537, -5.708, 0.718], [4.118, -4.703, -0.109], [3.872, -4.759, 2.646], [4.195, -6.515, 2.642], [2.459, -5.553, 0.814], [3.724, -6.681, 0.250]],
  "atomic_forces_ev_per_a": [[0.9, 0.5, 0.0], [0.2, -0.4, 0.1], [0.6, 0.7, -0.4], [2.2, 0.1, -0.7], [-2.3, -2.0, -2.6], [-2.9, -0.3, -1.8], [-1.1, 1.3, -1.1], [-0.8, 0.6, 0.0], [-0.6, -0.5, -0.4], [-1.3, 0.9, 0.4], [-0.8, 0.9, 0.8], [1.2, 4.5, -0.1], [3.2, 0.8, 1.5], [0.3, -0.3, 1.9], [0.2, 0.8, -0.6], [0.7, 0.7, -3.1], [2.5, -1.7, 1.6], [-1.3, -3.7, 0.0], [-0.8, -1.6, -3.1], [0.0, 0.0, 0.0], [0.1, 1.8, -4.3], [-3.3, -0.4, -1.7], [-2.9, -1.5, 0.7], [-0.2, -2.0, 4.6], [3.0, 0.0, 2.2], [3.1, 1.1, -0.5], [2.7, -0.7, 0.1], [-2.4, 0.0, -0.9], [1.5, 1.6, -1.0], [-0.6, 0.2, 2.7], [-1.6, -0.3, -2.0], [-1.1, -2.0, 1.5], [0.3, -2.6, 0.5], [1.4, 1.0, 1.9], [-0.4, 2.1, 0.3], [-2.2, -0.4, -1.4], [-1.8, -0.6, -1.6], [1.8, 0.9, -1.4], [-1.7, 1.7, -0.7], [2.2, 1.3, 0.2], [-1.0, -2.5, 0.0], [2.5, 0.0, 1.2], [1.0, 2.8, 0.2], [-0.5, -0.5, 2.5], [1.6, -1.6, -1.4], [2.3, 0.1, 1.0], [-1.9, 1.2, 1.5], [-2.2, -0.1, -1.9], [-2.2, -1.5, 1.2], [0.0, -1.1, 2.8], [2.5, 0.4, 1.4], [-0.9, 0.7, -1.7], [0.1, -0.3, 0.3], [1.2, 0.7, 1.3], [-0.6, -0.3, 0.9], [-0.3, 0.6, -0.2], [0.7, 0.2, 0.1], [0.0, -0.9, -0.7], [0.1, 0.0, 0.1], [-0.1, -0.3, 0.1], [-0.2, -0.3, 0.0], [0.0, 0.1, -0.1], [-1.0, 1.1, -0.9], [-0.3, -0.3, -0.1], [0.4, -0.6, 1.7], [0.3, -1.0, -0.3], [-0.8, 0.1, 0.0], [0.1, 0.3, 0.8], [0.9, 0.7, -0.7], [0.0, 0.0, 0.1], [0.2, -0.1, -0.2], [0.3, -0.1, -0.2], [-0.2, 0.1, -0.1], [1.7, 0.1, 0.8], [-0.3, 0.0, 0.2], [-0.8, 0.0, -1.7], [-0.7, -0.8, 0.2], [0.7, -0.3, -0.1], [0.0, 0.4, -0.7], [-0.2, 0.8, 0.9], [0.0, 0.0, -0.1], [-0.2, 0.0, 0.2], [-0.2, 0.0, 0.3], [0.1, 0.1, 0.0], [0.5, 1.2, 1.5], [-0.3, 0.0, -0.3], [0.2, -1.7, -0.5], [-1.0, -0.1, -0.3], [0.0, -0.1, 0.7], [0.6, -0.5, -0.1], [0.4, 1.0, -0.5], [0.0, -0.1, 0.0], [-0.2, 0.2, -0.2], [-0.2, 0.2, -0.2], [0.1, 0.0, 0.1], [-1.5, -0.8, 0.5], [0.1, -0.4, 0.3], [0.6, 1.5, -1.3], [0.7, 0.6, 0.7], [-0.7, 0.2, 0.2], [0.0, 0.2, -0.7], [0.4, -1.0, 0.0], [0.0, 0.1, -0.1], [0.3, -0.1, 0.2], [0.2, -0.1, 0.2], [-0.1, 0.0, 0.0], [-0.8, 1.2, 1.2], [0.1, 0.0, -0.3], [-0.1, -1.7, -0.6], [0.1, 0.2, -1.1], [-0.7, 0.1, 0.2], [-0.1, -0.7, 0.2], [1.0, 0.6, 0.5], [0.0, -0.1, 0.0], [0.2, 0.2, -0.2], [0.3, 0.2, -0.2], [-0.1, 0.0, 0.1]],
  "mulliken_charge": [-0.46, -0.33, 0.46, -0.25, -0.49, -0.02, 0.20, -0.72, -0.05, -0.65, -0.03, -0.15, 0.33, -0.41, -0.43, -0.33, 0.17, -0.04, -0.58, 0.14, 0.25, -0.20, -0.45, -0.39, -0.37, 0.44, -0.19, 0.09, 0.10, 0.11, 0.19, 0.15, -0.41, 0.23, 0.00, 0.35, 0.28, 0.34, 0.18, 0.11, 0.10, 0.41, 0.14, 0.34, 0.24, 0.32, 0.33, 0.24, 0.25, 0.28, 0.24, -0.64, 1.13, -0.42, -0.31, -0.31, -0.41, -0.31, 0.28, 0.31, 0.32, 0.31, -0.54, 1.08, -0.52, -0.18, -0.37, -0.17, -0.27, 0.27, 0.34, 0.14, 0.25, -0.54, 1.10, -0.53, -0.33, -0.31, -0.08, -0.33, 0.34, 0.28, 0.09, 0.30, -0.56, 1.05, -0.51, -0.33, -0.39, -0.17, -0.23, 0.29, 0.33, 0.23, 0.27, -0.43, 1.04, -0.54, -0.31, -0.31, -0.29, -0.30, 0.28, 0.31, 0.32, 0.23, -0.55, 1.08, -0.52, -0.35, -0.30, 0.09, -0.22, 0.32, 0.31, -0.19, 0.29],
  "smiles": "CCCCOc1c(CCCI)cc(CCF)c2c1N(I)c1ccccc1S2.O=S1(=O)OCCO1.O=S1(=O)OCCO1.O=S1(=O)OCCO1.O=S1(=O)OCCO1.O=S1(=O)OCCO1.O=S1(=O)OCCO1",
  "gap_ev": 7.21
}



E_tot, respectively: -118865.9212, -182415.2579 eV.
LUMO energy, respectively: -0.28, -0.88 eV.
Molecular weight, respectively: 1086.7, 1356.0 g/mol.